[1]
Below is a cluster of 2 separate species, C4H7NO in total, with properties calculated with wB97M-V/def2-TZVPD.

Calculated values
* ΔE to the lowest compared entry with this formula, charge and spin: 481.96 kJ/mol
* multiplicity: 1
* molecular weight: 85.1 g mol⁻¹
* orbital gap (alpha / beta): 8.189 / 8.188 eV
* HOMO (alpha / beta): -8.23 / -8.23 eV
* E_tot: -7794.649 eV

Atoms and positions in Å:
C  -1.93073  -0.63492  -0.01594
C  -0.65376  0.03990  -0.40305
O  0.08636  0.47445  0.62167
C  1.20792  1.10169  0.45995
C  1.99682  -0.65178  -0.84268
N  3.09846  -0.91512  -1.09899
H  -2.72834  0.07762  0.23772
H  -2.28770  -1.24711  -0.84926
H  -1.77194  -1.29061  0.84516
H  -0.62705  0.68211  -1.28703
H  0.83733  -0.72931  -0.86466
H  1.78886  1.23634  1.36210
H  1.34094  1.73790  -0.41044

Atomic forces in eV per Å
0.004 -0.046 0.002
-0.132 0.083 -0.037
0.076 -0.047 -0.072
0.006 0.151 0.045
0.980 -0.209 -0.210
-1.007 0.234 0.227
0.122 -0.081 -0.041
0.052 0.084 0.112
-0.013 0.082 -0.121
0.030 -0.108 0.106
-0.049 0.027 0.021
-0.064 -0.040 -0.125
-0.006 -0.129 0.093

---

[2]
Below is a structure of composition C4H7NO, with properties calculated with wB97M-V/def2-TZVPD.

Calculated values
* ΔE to the lowest compared entry with this formula, charge and spin: 330.13 kJ/mol
* multiplicity: 1
* molecular weight: 85.1 g mol⁻¹
* orbital gap: 10.643 eV
* HOMO: -9.61 eV
* E_tot: -7796.223 eV

Atoms and positions in Å:
C  1.25038  0.66471  0.46467
C  0.24993  -0.25438  -0.89099
C  -0.36134  -1.22013  0.07685
N  -1.17509  -0.24525  0.84615
C  -1.44499  0.66459  0.00124
O  -0.81374  0.63383  -1.20279
H  1.42098  1.62380  -0.01029
H  0.92078  0.91625  1.53439
H  2.14474  0.05796  0.59364
H  0.54620  -0.65339  -1.91007
H  -1.05736  -1.97967  -0.30475
H  0.41253  -1.72654  0.65847
H  -2.09302  1.51822  0.14348

Atomic forces in eV per Å
0.035 -0.403 -1.417
0.676 0.321 1.169
-0.109 -0.062 0.312
-1.096 -0.022 -0.326
-0.444 -0.136 0.453
0.045 0.140 0.615
0.543 0.030 -0.138
-0.545 -0.996 -1.863
0.253 0.272 -0.391
0.887 0.696 1.554
0.153 0.103 -0.273
-0.309 0.130 0.155
-0.089 -0.075 0.149

---

[3]
Below is a cluster of 2 separate species, C4H7NO in total, with properties calculated with wB97M-V/def2-TZVPD.

Calculated values
* SMILES: O=CC1=CN1.C
* ΔE to the lowest compared entry with this formula, charge and spin: 457.58 kJ/mol
* multiplicity: 1
* molecular weight: 85.1 g mol⁻¹
* orbital gap: 8.799 eV
* HOMO: -8.94 eV
* E_tot: -7794.902 eV

Atoms and positions in Å:
C  1.97252  -0.48318  0.05244
C  -1.05473  0.31858  0.05508
C  -1.04846  1.59705  -0.01084
N  -0.82438  0.92284  -1.30704
C  -1.27669  -0.98180  0.66673
O  -1.84946  -1.87656  0.08769
H  1.49995  -0.77773  -0.88867
H  3.02068  -0.23389  -0.12359
H  1.90610  -1.29799  0.77984
H  -1.19053  2.59130  0.37586
H  1.45971  0.39844  0.44081
H  -1.70932  0.91679  -1.82915
H  -0.90539  -1.09386  1.70085

Atomic forces in eV per Å
0.030 0.010 0.008
-0.089 0.246 0.152
-0.116 -0.224 0.176
-0.222 0.011 -0.284
-0.232 -0.198 -0.125
0.314 0.222 0.151
0.089 0.049 0.161
-0.105 -0.096 0.007
0.040 0.119 -0.129
0.088 -0.087 -0.050
0.159 -0.139 -0.036
0.136 0.040 0.016
-0.092 0.048 -0.047

---

[4]
Below is the molecule C4H7NO, with properties calculated with wB97M-V/def2-TZVPD.

Calculated values
* SMILES: CN1C[C@H]1C=O
* ΔE to the lowest compared entry with this formula, charge and spin: 344.06 kJ/mol
* multiplicity: 1
* molecular weight: 85.1 g mol⁻¹
* orbital gap: 10.207 eV
* HOMO: -9.31 eV
* E_tot: -7796.078 eV

Atoms and positions in Å:
C  -1.28673  0.21736  -0.99633
N  0.05988  0.46551  -0.46771
C  1.29080  -0.62452  -0.47475
C  0.40230  -0.45387  0.64082
C  0.45529  0.67041  1.56463
O  -0.33918  0.71800  2.47015
H  -1.21532  -0.23129  -1.97513
H  -1.88270  1.12924  -1.11815
H  -1.88562  -0.43633  -0.35740
H  1.31290  -1.60812  -0.98192
H  2.21715  -0.06427  -0.53729
H  -0.30011  -1.25769  0.87627
H  1.19955  1.46340  1.37227

Atomic forces in eV per Å
-0.154 -0.449 -0.511
0.794 -2.101 -1.222
-0.842 1.199 -1.006
-0.337 0.426 0.509
0.779 -0.640 2.075
-0.316 0.676 0.307
-0.115 -0.220 -0.414
0.598 0.155 0.177
0.142 -0.056 -0.003
-0.586 0.903 0.018
-0.082 -0.087 0.088
0.207 0.295 0.075
-0.087 -0.102 -0.093

---

[5]
Below is the molecule C4H7NO, with properties calculated with wB97M-V/def2-TZVPD.

Calculated values
* SMILES: N=C1CC(O)C1
* ΔE to the lowest compared entry with this formula, charge and spin: 316.47 kJ/mol
* multiplicity: 1
* molecular weight: 85.1 g mol⁻¹
* orbital gap: 10.251 eV
* HOMO: -9.46 eV
* E_tot: -7796.364 eV

Atoms and positions in Å:
C  -0.06743  -0.54298  0.98055
C  -1.10124  -0.17446  -0.04893
C  1.13679  0.07977  0.27679
C  -0.09740  0.15800  -1.10041
N  -0.11316  -1.16086  2.08335
O  -0.22039  1.32114  -1.94821
H  -1.74039  -0.99070  -0.28575
H  -1.73830  0.80511  0.17705
H  1.54725  1.04030  0.61099
H  2.10424  -0.63112  0.13340
H  0.16074  -0.66763  -1.85399
H  0.86038  -1.24915  2.34084
H  -0.73110  2.01259  -1.36568

Atomic forces in eV per Å
0.887 1.193 0.665
-1.516 2.011 0.717
0.406 -1.604 -2.915
3.754 -0.175 -1.159
-0.468 -0.155 -0.974
-1.629 0.715 3.312
-0.939 -0.454 -0.205
1.180 -2.099 -0.042
-0.637 -0.066 0.054
-2.416 1.448 0.151
-0.432 1.002 1.414
0.306 -0.100 0.760
1.503 -1.715 -1.777

---

[6]
Below is the molecule C4H7NO, with properties calculated with wB97M-V/def2-TZVPD.

Calculated values
* SMILES: O/C=N/C1CC1
* ΔE to the lowest compared entry with this formula, charge and spin: 269.28 kJ/mol
* multiplicity: 1
* molecular weight: 85.1 g mol⁻¹
* orbital gap: 10.145 eV
* HOMO: -9.11 eV
* E_tot: -7796.853 eV

Atoms and positions in Å:
C  -0.75866  0.41091  -0.04318
C  -0.71070  -0.47800  -1.30013
C  -0.08862  0.91056  -1.26987
C  0.94436  -0.40341  1.34591
N  -0.20425  0.05906  1.17174
O  1.50100  -0.79854  2.45561
H  -1.63574  0.96508  0.14686
H  -0.10405  -1.29799  -1.31053
H  -1.63707  -0.64466  -1.71202
H  1.00983  0.90270  -1.11981
H  -0.58741  1.58010  -1.82955
H  1.52432  -0.61793  0.36324
H  0.74699  -0.58788  3.10172

Atomic forces in eV per Å
-0.626 -0.283 -1.380
0.048 2.885 1.897
2.730 -3.297 1.835
0.446 -0.330 -5.513
0.682 -0.051 2.929
-1.553 0.408 2.404
-1.356 -0.011 -0.099
1.674 -1.972 0.302
-1.844 -0.065 -1.343
-0.728 0.396 -0.888
-1.056 2.692 -1.643
0.041 0.148 1.976
1.543 -0.520 -0.475

---

[7]
Below is the molecule C4H7NO, with properties calculated with wB97M-V/def2-TZVPD.

Calculated values
* SMILES: C1CC2(C1)NO2
* ΔE to the lowest compared entry with this formula, charge and spin: 468.11 kJ/mol
* multiplicity: 1
* molecular weight: 85.1 g mol⁻¹
* orbital gap: 11.175 eV
* HOMO: -10.13 eV
* E_tot: -7794.793 eV

Atoms and positions in Å:
C  -1.34345  -0.13787  0.02589
C  -0.30829  0.93340  -0.19421
C  -0.19141  -1.20675  -0.04988
C  0.81599  -0.05325  -0.14856
N  1.81366  -0.03413  0.79093
O  2.02989  -0.05315  -0.65486
H  -2.06950  0.04593  0.76823
H  -1.85183  -0.28400  -0.91800
H  -0.34696  1.46142  -1.23180
H  -0.30543  1.78800  0.48624
H  -0.10863  -1.69106  0.90074
H  -0.01573  -1.82087  -0.89290
H  1.88168  1.05232  1.11821

Atomic forces in eV per Å
0.776 -0.839 -3.360
0.255 3.324 -2.513
0.182 1.119 1.429
-4.355 -0.957 1.637
2.006 3.274 3.059
2.248 0.421 -1.660
-0.346 -0.557 1.316
-0.813 0.259 -0.053
-0.166 -1.008 1.493
0.315 -0.210 0.334
0.552 -0.843 0.246
-0.950 -1.062 -0.845
0.297 -2.922 -1.082

---

[8]
Below is the molecule C4H7NO, with properties calculated with wB97M-V/def2-TZVPD.

Calculated values
* ΔE to the lowest compared entry with this formula, charge and spin: 435.53 kJ/mol
* multiplicity: 1
* molecular weight: 85.1 g mol⁻¹
* orbital gap (alpha / beta): 7.908 / 7.907 eV
* HOMO (alpha / beta): -6.93 / -6.93 eV
* E_tot: -7795.130 eV

Atoms and positions in Å:
C  0.59553  -0.91072  0.46455
C  -0.85599  -0.97944  -0.03744
O  -1.54654  0.24418  0.23151
C  -0.90857  1.35030  -0.20094
N  0.34560  1.36019  -0.50713
C  1.24994  0.31988  -0.10431
H  0.56983  -0.89172  1.56193
H  1.12778  -1.82822  0.18122
H  -0.87897  -1.16932  -1.11716
H  -1.43884  -1.75503  0.46557
H  -1.52297  2.24195  -0.24502
H  1.17807  1.79455  0.10269
H  2.08515  0.22341  -0.79546

Atomic forces in eV per Å
-0.021 -0.023 0.103
0.110 -0.224 -0.047
-0.052 0.063 0.051
0.046 0.168 -0.054
-0.195 -0.049 0.076
0.024 -0.387 -0.138
-0.015 0.018 -0.143
-0.069 0.181 0.003
0.024 0.057 0.114
0.115 0.129 -0.079
0.098 -0.157 -0.029
0.121 0.112 0.011
-0.186 0.111 0.130

---

[9]
Below is a structure of composition C4H7NO, with properties calculated with wB97M-V/def2-TZVPD.

Calculated values
* ΔE to the lowest compared entry with this formula, charge and spin: 519.16 kJ/mol
* multiplicity: 1
* molecular weight: 85.1 g mol⁻¹
* orbital gap: 9.688 eV
* HOMO: -9.17 eV
* E_tot: -7794.264 eV

Atoms and positions in Å:
O  2.48753  -0.57323  -0.26057
N  1.88794  0.61901  -0.06690
C  0.61912  0.50818  -0.27247
C  -0.09499  -0.75608  -0.39257
C  -1.38011  -0.03967  0.10779
C  -0.57990  1.30268  0.20826
H  1.78290  -1.38126  0.24130
H  -0.05330  -1.46146  -1.21639
H  0.69948  -1.57986  0.44068
H  -2.22918  -0.01524  -0.59038
H  -1.72630  -0.43083  1.06275
H  -0.93093  2.07900  -0.47576
H  -0.48227  1.72877  1.21427

Atomic forces in eV per Å
-0.750 -2.207 1.165
-0.918 0.194 -0.062
0.781 0.055 0.382
1.007 -1.698 1.393
0.029 -0.327 0.296
0.007 0.099 -0.167
2.336 2.436 -1.648
-0.138 0.392 -0.285
-2.769 1.329 -0.949
0.441 -0.159 0.095
-0.091 0.141 0.002
0.021 -0.120 0.061
0.044 -0.136 -0.284